a | C2H7N3O2 | ωB97M-V/def2-TZVPD

## Properties
- Multiplicity: 1
- Orbital gap: 0.3662 hartree

Atoms and positions in Å:
1 C -0.597 -1.145 -1.667
2 C -0.030 -0.638 0.523
3 H -0.273 -0.842 -2.727
4 H -1.731 -0.856 -1.406
5 H -0.563 -2.314 -1.475
6 H 0.406 1.400 -0.887
7 H 0.441 -0.297 2.453
8 H -0.116 2.520 1.363
9 H 1.584 1.809 1.950
10 N 0.474 -0.449 -0.746
11 N 0.318 0.213 1.670
12 N 0.751 1.596 1.180
13 O -0.261 0.828 -1.117
14 O -0.404 -1.823 0.887

***

b | C2H7N3O2 | ωB97M-V/def2-TZVPD

## Properties
- Multiplicity: 1
- Orbital gap: 0.3875 hartree
- SMILES: CNN(C)[N+](=O)[O-]

Atoms and positions in Å:
1 C 0.015 0.791 1.260
2 N -1.010 0.164 0.484
3 N -0.427 0.138 -1.042
4 C 0.189 -1.097 -1.362
5 N -1.067 0.908 -1.944
6 O -0.680 0.725 -3.081
7 O -1.783 1.803 -1.519
8 H 0.411 1.690 0.879
9 H -0.334 0.894 2.337
10 H 0.794 0.019 1.304
11 H -1.773 0.953 0.329
12 H 1.295 -0.828 -1.508
13 H -0.097 -1.536 -0.388
14 H -0.250 -1.353 -2.357

***

Here is how they stack up, most stable first: b, a.

***

a | C5H8N | ωB97M-V/def2-TZVPD

## Properties
- Multiplicity: 1
- Total charge: +1
- Orbital gap: 0.3781 hartree
- SMILES: C=[N+]=CC1CC1

Atoms and positions in Å:
1 C 0.645 2.753 1.480
2 N 0.380 1.773 0.782
3 C -0.014 0.641 0.278
4 C -0.032 -0.455 -1.014
5 C 0.404 -1.890 -0.624
6 C -1.021 -1.588 -0.840
7 H 0.152 3.823 1.394
8 H 1.582 2.605 2.064
9 H -0.907 0.202 0.835
10 H 0.220 0.018 -1.991
11 H 0.683 -1.984 0.349
12 H 1.004 -2.390 -1.290
13 H -1.620 -1.987 -1.641
14 H -1.474 -1.521 0.217

***

b | C5H8N | ωB97M-V/def2-TZVPD

## Properties
- Multiplicity: 1
- Total charge: +1
- Orbital gap: 0.4647 hartree
- SMILES: C1C[N@+]23C[C@@]12C3

Atoms and positions in Å:
1 C 1.118 -0.083 -0.700
2 C 1.007 0.049 0.821
3 N -0.568 -0.095 0.735
4 C -1.152 -1.069 -0.257
5 C -0.406 0.117 -0.808
6 C -1.182 1.073 0.025
7 H 1.640 0.709 -1.298
8 H 1.520 -1.024 -0.927
9 H 1.404 -0.593 1.473
10 H 1.260 1.033 1.231
11 H -2.179 -1.113 -0.123
12 H -0.850 -2.018 -0.167
13 H -0.751 2.114 0.318
14 H -2.341 1.085 -0.023

***

c | C5H8N | ωB97M-V/def2-TZVPD

## Properties
- Multiplicity: 1
- Total charge: +1
- Orbital gap: 0.3982 hartree
- SMILES: C[C@@H]1CC1=C=[NH2+]

Atoms and positions in Å:
1 C 1.414 -0.987 0.075
2 C 0.705 0.255 -0.438
3 C 0.580 1.634 0.126
4 C -0.617 0.718 0.096
5 C -1.740 0.144 -0.019
6 N -2.974 -0.270 -0.065
7 H 2.384 -1.266 -0.339
8 H 0.757 -1.796 -0.409
9 H 1.212 -1.128 1.161
10 H 0.894 0.391 -1.555
11 H 0.828 1.876 1.100
12 H 0.446 2.530 -0.607
13 H -3.329 -0.916 0.625
14 H -3.495 -0.109 -0.836

***

d | C5H8N | ωB97M-V/def2-TZVPD

## Properties
- Multiplicity: 1
- Total charge: +1
- Orbital gap: 0.3131 hartree
- SMILES: C[C@H]1C2=C[N@@+]21C

Atoms and positions in Å:
1 C 1.525 -0.785 0.011
2 C 0.210 -0.980 -0.618
3 C -0.920 -1.442 0.183
4 C -1.742 -0.424 0.098
5 N -0.661 0.201 -0.532
6 C -0.397 1.519 0.198
7 H 2.232 -1.465 -0.425
8 H 1.633 -0.891 1.113
9 H 1.829 0.200 -0.065
10 H 0.240 -1.469 -1.587
11 H -2.521 0.022 0.627
12 H 0.051 2.122 -0.535
13 H -1.385 1.942 0.294
14 H -0.095 1.451 1.238

***

Here is how they stack up, most stable first: c, a, b, d.

***

a | C5H8N | ωB97M-V/def2-TZVPD

## Properties
- Multiplicity: 1
- Total charge: +1
- Orbital gap: 0.3100 hartree

Atoms and positions in Å:
1 C 0.239 -0.069 -2.377
2 C 0.066 -0.300 1.486
3 C -1.023 0.982 -0.302
4 C -0.975 0.688 1.046
5 C -0.161 0.299 -1.240
6 N 1.109 -0.589 0.499
7 H -0.378 -0.117 -3.310
8 H 1.254 -0.545 -2.347
9 H 0.534 -0.092 2.528
10 H -0.527 -1.191 1.555
11 H -1.932 1.392 -0.669
12 H -1.654 1.026 1.769
13 H 1.935 0.037 0.720
14 H 1.515 -1.521 0.642

***

b | C5H8N | ωB97M-V/def2-TZVPD

## Properties
- Multiplicity: 1
- Total charge: +1
- Orbital gap: 0.3304 hartree
- SMILES: C=CC=C=C[NH3+]

Atoms and positions in Å:
1 C 2.465 1.289 -1.582
2 C 1.837 0.324 -0.853
3 C 0.421 0.343 -0.671
4 C -0.568 -0.446 -0.263
5 C -1.542 -1.088 0.377
6 N -1.976 -0.796 1.820
7 H 1.883 2.063 -2.117
8 H 3.532 1.487 -1.637
9 H 2.389 -0.450 -0.433
10 H 0.028 1.202 -1.157
11 H -2.123 -1.904 0.012
12 H -1.756 -1.490 2.615
13 H -3.085 -0.676 1.820
14 H -1.505 0.142 2.069

***

c | C5H8N | ωB97M-V/def2-TZVPD

## Properties
- Multiplicity: 1
- Total charge: +1
- Orbital gap: 0.3262 hartree

Atoms and positions in Å:
1 C 1.208 1.549 -0.294
2 C -0.117 1.447 -0.241
3 C 1.170 0.171 -0.735
4 C -0.370 -0.012 -0.521
5 C -0.659 -0.545 0.681
6 N -1.188 -1.734 0.810
7 H 1.553 2.411 0.235
8 H 1.652 0.131 -1.815
9 H 1.660 -0.637 -0.094
10 H -1.193 -0.043 -1.280
11 H -0.257 -0.282 1.645
12 H -1.550 -2.324 -0.037
13 H -0.779 2.119 -0.021
14 H -1.131 -2.252 1.666

***

Here is how they stack up, most stable first: b, a, c.

***

a | C4H12O | ωB97M-V/def2-TZVPD

## Properties
- Multiplicity: 1
- Orbital gap: 0.4054 hartree
- SMILES: CCO.CC

Atoms and positions in Å:
1 C -0.007 -2.717 0.922
2 C 0.535 -1.478 1.585
3 O 0.344 -0.361 0.755
4 H -0.819 -3.033 1.489
5 H 0.704 -3.436 0.954
6 H -0.108 -2.547 -0.148
7 H -0.070 -0.974 2.383
8 H 1.709 -1.306 1.983
9 H 0.892 -0.378 -0.032
10 C -0.347 1.756 -0.935
11 C -0.560 2.632 -2.158
12 H -0.261 2.401 -0.095
13 H -1.144 0.965 -0.772
14 H 0.668 1.361 -0.980
15 H -1.391 3.299 -1.889
16 H 0.285 3.236 -2.308
17 H -0.940 2.140 -3.107

***

b | C4H12O | ωB97M-V/def2-TZVPD

## Properties
- Multiplicity: 1
- Orbital gap: 0.4353 hartree
- SMILES: CCCC.O

Atoms and positions in Å:
1 C -0.480 -1.225 -1.267
2 C 0.448 -0.103 -0.734
3 C -0.040 1.377 -0.976
4 C 0.627 2.317 0.073
5 H -0.745 -0.881 -2.320
6 H 0.052 -2.235 -1.417
7 H -1.410 -1.347 -0.634
8 H 0.420 -0.282 0.371
9 H 1.328 -0.133 -1.280
10 H -0.058 1.719 -2.070
11 H -1.168 1.452 -0.733
12 H 1.735 2.445 0.053
13 H 0.197 3.279 -0.265
14 H 0.259 1.943 1.092
15 O -0.344 -2.089 2.533
16 H -0.800 -1.288 2.832
17 H -0.386 -2.159 1.531

***

c | C4H12O | ωB97M-V/def2-TZVPD

## Properties
- Multiplicity: 1
- Orbital gap: 0.4170 hartree
- SMILES: CCC.CO

Atoms and positions in Å:
1 C -0.832 0.359 -0.874
2 C -1.368 -0.140 0.467
3 C -2.838 0.287 0.720
4 H -1.487 1.112 -1.314
5 H -0.773 -0.461 -1.591
6 H 0.168 0.734 -0.697
7 H -1.378 -1.220 0.559
8 H -0.813 0.272 1.286
9 H -3.169 0.102 1.723
10 H -2.978 1.344 0.473
11 H -3.492 -0.242 0.022
12 C 3.206 -0.592 0.155
13 O 3.238 0.670 -0.495
14 H 2.225 -1.025 0.071
15 H 3.530 -0.424 1.176
16 H 3.870 -1.351 -0.282
17 H 2.891 0.574 -1.400

***

d | C4H12O | ωB97M-V/def2-TZVPD

## Properties
- Multiplicity: 1
- Orbital gap: 0.4162 hartree
- SMILES: CCC.CO

Atoms and positions in Å:
1 C 2.778 0.417 1.528
2 C 1.459 0.167 0.787
3 C 0.528 1.382 0.827
4 H 3.320 1.260 1.074
5 H 3.456 -0.436 1.469
6 H 2.544 0.706 2.559
7 H 0.935 -0.681 1.222
8 H 1.670 -0.051 -0.260
9 H -0.431 1.088 0.410
10 H 0.285 1.640 1.864
11 H 0.880 2.273 0.318
12 C -2.710 -1.137 -2.199
13 O -3.842 -1.346 -1.399
14 H -1.767 -1.449 -1.752
15 H -2.779 -1.610 -3.179
16 H -2.589 -0.074 -2.392
17 H -3.735 -2.149 -0.877

***

Here is how they stack up, most stable first: d, c, b, a.

***

a | C6H12N2 | ωB97M-V/def2-TZVPD

## Properties
- Multiplicity: 1
- Orbital gap: 0.3501 hartree
- SMILES: Cc1c[nH]cn1.CC

Atoms and positions in Å:
1 C -1.341 2.871 0.589
2 C -0.346 2.116 -0.171
3 C -0.082 2.004 -1.526
4 N 1.040 1.208 -1.605
5 C 1.270 0.702 -0.370
6 N 0.514 1.286 0.522
7 H -2.345 2.963 0.170
8 H -1.013 3.904 0.800
9 H -1.380 2.495 1.618
10 H -0.301 2.878 -2.116
11 H 1.419 0.840 -2.447
12 H 1.948 -0.103 -0.134
13 C -0.327 -2.777 1.214
14 C 0.536 -2.988 -0.009
15 H 0.254 -2.684 2.132
16 H -0.906 -1.842 1.286
17 H -1.100 -3.548 1.279
18 H 1.267 -3.793 0.124
19 H -0.038 -3.428 -0.844
20 H 0.929 -2.106 -0.512

***

b | C6H12N2 | ωB97M-V/def2-TZVPD

## Properties
- Multiplicity: 1
- Orbital gap: 0.3528 hartree
- SMILES: CN1CCN[C@@H]2C[C@H]21

Atoms and positions in Å:
1 C -2.381 0.288 0.129
2 N -1.005 -0.073 -0.506
3 C -0.568 -1.356 -0.079
4 C 1.062 -1.553 -0.149
5 N 1.877 -0.410 0.401
6 C 1.362 0.696 -0.503
7 C 0.874 2.059 -0.039
8 C 0.108 0.739 0.167
9 H -3.575 0.013 -0.240
10 H -2.256 1.459 0.015
11 H -2.365 -0.007 1.158
12 H -1.190 -1.804 -0.593
13 H -0.744 -1.315 1.090
14 H 1.249 -2.638 0.050
15 H 1.362 -1.600 -1.246
16 H 2.936 -0.654 0.625
17 H 1.364 0.736 -1.550
18 H 1.411 2.390 0.986
19 H 0.225 2.668 -0.869
20 H 0.252 0.363 1.153

***

c | C6H12N2 | ωB97M-V/def2-TZVPD

## Properties
- Multiplicity: 1
- Orbital gap: 0.3431 hartree
- SMILES: Cc1c[nH]cn1.CC

Atoms and positions in Å:
1 C -2.268 0.754 0.271
2 C -1.344 -0.377 0.099
3 C -1.216 -0.828 -1.213
4 N -0.428 -2.007 -1.047
5 C -0.138 -2.121 0.360
6 N -0.638 -1.182 1.100
7 H -3.064 0.388 -0.385
8 H -1.842 1.664 0.005
9 H -2.680 0.863 1.300
10 H -1.794 -0.633 -2.137
11 H 0.177 -2.487 -1.769
12 H 0.512 -2.865 0.623
13 C 2.383 1.380 -0.022
14 C 1.338 0.821 0.896
15 H 3.462 1.098 0.235
16 H 2.255 0.936 -1.076
17 H 2.193 2.489 -0.295
18 H 0.439 0.995 0.142
19 H 1.477 -0.176 0.990
20 H 1.178 1.290 1.923

***

Here is how they stack up, most stable first: a, c, b.

***

a | C2H7N4O | ωB97M-V/def2-TZVPD

## Properties
- Multiplicity: 1
- Total charge: +1
- Orbital gap: 0.3267 hartree

Atoms and positions in Å:
1 C -0.002 -0.748 -0.127
2 C -3.235 0.040 0.306
3 N -1.182 -0.581 -0.514
4 N -2.989 1.185 -0.212
5 N 1.178 -0.694 -0.104
6 N 3.578 -0.050 0.393
7 O -3.907 -0.717 0.850
8 H -1.661 -1.244 -0.994
9 H -2.203 1.104 -0.914
10 H -3.677 1.938 -0.375
11 H 2.257 -0.511 0.364
12 H 3.599 0.614 1.180
13 H 4.030 0.507 -0.445
14 H 4.213 -0.842 0.592

***

b | C2H7N4O | ωB97M-V/def2-TZVPD

## Properties
- Multiplicity: 1
- Total charge: +1
- Orbital gap: 0.3519 hartree
- SMILES: CN/[NH+]=N\C(N)=O

Atoms and positions in Å:
1 C 0.142 1.179 -0.967
2 N 0.944 -0.074 -1.235
3 N 0.657 -1.211 -0.606
4 N 0.092 -1.533 0.443
5 C -0.130 -0.475 1.553
6 N -1.082 -0.873 2.405
7 O 0.604 0.455 1.656
8 H 0.353 1.916 -1.789
9 H -0.802 0.950 -0.489
10 H 0.517 1.778 -0.217
11 H 1.398 -0.154 -2.061
12 H 1.027 -2.104 -1.080
13 H -1.598 -1.708 2.116
14 H -1.478 -0.262 3.255

***

c | C2H7N4O | ωB97M-V/def2-TZVPD

## Properties
- Multiplicity: 1
- Total charge: +1
- Orbital gap: 0.4031 hartree
- SMILES: NC(=O)NNC=[NH2+]

Atoms and positions in Å:
1 N -2.775 0.800 0.060
2 C -1.945 -0.304 0.129
3 O -2.177 -1.454 0.316
4 N -0.418 0.107 -0.218
5 N 0.405 -1.056 -0.510
6 C 1.636 -1.010 -0.023
7 N 2.059 0.180 0.469
8 H -2.449 1.693 -0.025
9 H -3.816 0.507 0.238
10 H -0.519 0.673 -1.073
11 H -0.148 -1.936 -0.567
12 H 2.149 -1.886 -0.326
13 H 2.957 0.116 0.795
14 H 1.261 0.882 0.677

***

d | C2H7N4O | ωB97M-V/def2-TZVPD

## Properties
- Multiplicity: 1
- Total charge: +1
- Orbital gap: 0.3648 hartree
- SMILES: NN1CC(=[NH2+])NO1

Atoms and positions in Å:
1 N -2.525 0.059 -0.056
2 N -1.318 -0.147 0.433
3 C -0.201 0.644 0.146
4 C 1.015 -0.331 0.095
5 N 2.266 -0.016 0.079
6 N 0.519 -1.534 0.051
7 O -0.868 -1.713 0.085
8 H -2.667 0.116 -1.144
9 H -3.181 -0.573 0.390
10 H -0.022 1.132 1.126
11 H -0.375 1.445 -0.553
12 H 2.492 0.938 -0.028
13 H 2.990 -0.796 0.104
14 H 0.938 -2.431 0.190

***

Here is how they stack up, most stable first: c, a, b, d.